Record 1
ORCA calculation (the ωB97M-V functional and the def2-TZVPD basis) on C4H5O5S as an isolated structure in a non-equilibrium geometry.

Last column: Mulliken charge in e.
Geometry (Å):
C  -0.48106  1.59655  0.00706  0.19
C  -0.45866  0.14117  0.47409  0.06
C  0.61119  0.07463  -0.64940  0.30
C  1.97527  -0.29755  0.02304  -1.85
O  -2.12507  -0.39789  -1.32335  -0.66
O  -0.91739  2.63231  0.40777  -0.60
O  -1.45774  -2.24169  0.10498  -0.69
O  -3.04309  -0.61965  0.91152  -0.68
O  0.49019  1.45307  -0.93621  -0.39
S  -1.92826  -0.85926  0.02007  1.15
H  0.14354  0.24259  1.76363  0.27
H  0.20103  -0.68549  -1.31385  0.43
H  2.37219  0.49662  0.54017  0.51
H  2.69580  -0.43643  -0.65671  0.49
H  1.92207  -1.09899  0.62719  0.46

Summary:
Energy above the lowest of the compared OMol25 structures with the same formula, charge and spin in kJ/mol: 132.93
Frontier orbital gap in eV: 8.92
Net charge: -1

=====

Record 2
ORCA calculation (the ωB97M-V functional and the def2-TZVPD basis) on C4H5O5Sm as an isolated structure in a non-equilibrium geometry.

Last column: Löwdin spin population.
Geometry (Å):
O  -0.43750  1.41624  0.34090  0.05
Sm  0.09459  0.75937  2.81997  6.87
O  1.69418  1.19347  0.82702  0.04
C  0.78381  1.52735  0.02618  0.01
O  1.12216  1.84998  -1.21788  0.00
O  0.88328  -1.95176  -0.37281  0.01
C  1.45045  -1.81369  -1.42837  0.00
C  1.03045  -0.86560  -2.52364  0.00
O  -0.01800  -0.00877  -2.17215  0.00
C  0.23012  1.34831  -2.25731  0.00
H  2.37242  -2.38862  -1.66877  0.00
H  0.70784  -1.48771  -3.37535  0.00
H  1.92820  -0.31742  -2.86519  0.00
H  -0.73458  1.86337  -2.27378  0.00
H  0.78902  1.58813  -3.17363  0.00

Summary:
Energy above the lowest of the compared OMol25 structures with the same formula, charge and spin in kJ/mol: 0.00
Multiplicity: 8
Frontier orbital gap (spin up / spin down) in eV: 5.45 / 10.02
<S²>: 15.756

=====

Record 3
ORCA calculation (the ωB97M-V functional and the def2-TZVPD basis) on C4H5O6Pd as an isolated structure in a non-equilibrium geometry.

Last column: Löwdin spin population.
Geometry (Å):
H  -0.55622  0.93640  -1.03083  0.00
C  0.30087  0.51084  -0.47065  0.05
C  0.79087  -0.69974  -1.25768  0.02
O  -0.25800  -1.67036  -1.48610  0.03
C  -0.60684  -2.50237  -0.54620  0.08
O  0.02402  -2.65692  0.51026  0.08
O  -1.75771  -3.05111  -0.77806  0.02
Pd  -0.09425  -1.22055  1.56766  1.18
O  -0.06852  0.26589  0.83856  0.34
H  1.11731  1.25688  -0.55250  0.01
H  1.63586  -1.21198  -0.78109  0.00
H  1.09596  -0.39175  -2.26439  0.00
H  -2.49815  -2.47531  -0.30749  0.01
O  -1.39536  -1.85978  2.33078  0.34
O  -3.24798  -0.89046  1.38436  0.26
C  -2.54936  -1.37024  2.27405  0.59

Summary:
Energy above the lowest of the compared OMol25 structures with the same formula, charge and spin in kJ/mol: 0.00
Multiplicity: 4
Frontier orbital gap (spin up / spin down) in eV: 7.62 / 8.42
<S²>: 3.759

=====

Record 4
ORCA calculation (the ωB97M-V functional and the def2-TZVPD basis) on C4H5P as an isolated structure in a non-equilibrium geometry.

Last column: Mulliken charge in e.
Geometry (Å):
C  -0.58991  -0.86454  -0.13920  -0.67
C  -0.88268  0.32253  0.47820  -0.34
C  0.48764  -0.22386  -0.93441  0.13
C  0.12460  1.00794  -0.30454  -0.64
P  2.11180  0.09571  0.22864  0.01
H  -0.99001  -1.88651  -0.24883  0.36
H  -1.49582  0.83458  1.23714  0.40
H  0.82680  -0.58668  -2.00271  0.41
H  0.10221  2.06497  -0.67539  0.32
H  1.69705  -0.59420  1.31505  0.01

Summary:
Energy above the lowest of the compared OMol25 structures with the same formula, charge and spin in kJ/mol: 260.12
Frontier orbital gap in eV: 8.12

=====

Record 5
ORCA calculation (the ωB97M-V functional and the def2-TZVPD basis) on a 2-piece molecular cluster, C4H6 overall in a non-equilibrium geometry.

Last column: Mulliken charge in e.
Geometry (Å):
C  2.71517  0.33727  1.36110  0.06
C  1.48653  0.32862  1.70369  -0.24
C  -1.58793  -0.00679  -0.99360  -0.47
C  -0.35308  -0.46375  -1.28175  -0.37
H  0.69771  0.16971  0.96106  -0.09
H  1.01427  0.42385  2.76713  0.24
H  -2.47477  -0.34912  -1.41862  0.29
H  -1.76012  0.66579  -0.06249  0.16
H  0.53236  -0.13078  -0.80091  0.20
H  -0.27015  -0.97480  -2.23561  0.24

Summary:
Energy above the lowest of the compared OMol25 structures with the same formula, charge and spin in kJ/mol: 408.98
Frontier orbital gap in eV: 9.91

=====

Record 6
ORCA calculation (the ωB97M-V functional and the def2-TZVPD basis) on one molecule with the formula C4H6.

Last column: Mulliken charge in e.
Geometry (Å):
C  0.09069  1.19325  1.67594  -1.20
C  0.08003  0.47181  0.40101  0.35
C  0.02543  -0.22636  -0.58092  0.36
C  -0.08806  -1.18620  -1.68294  -1.18
H  -0.71975  1.92488  1.74806  0.28
H  1.03499  1.71451  1.85064  0.29
H  -0.04301  0.47929  2.49391  0.27
H  0.44450  -2.11053  -1.43283  0.27
H  0.31487  -0.81768  -2.63198  0.29
H  -1.13970  -1.44297  -1.84089  0.27

Summary:
Energy above the lowest of the compared OMol25 structures with the same formula, charge and spin in kJ/mol: 36.58
Frontier orbital gap in eV: 10.48
SMILES: CC#CC

=====

Record 7
ORCA calculation (the ωB97M-V functional and the def2-TZVPD basis) on one molecule with the formula C4H6 in a non-equilibrium geometry.

Last column: Mulliken charge in e.
Geometry (Å):
C  0.07299  0.35447  -1.27281  -1.05
C  -0.55427  -0.43464  -0.15446  -0.37
C  0.11955  -0.20747  1.08857  -0.46
C  0.61991  0.08510  2.14119  0.08
H  -0.19745  1.43521  -1.11398  0.26
H  1.17702  0.33908  -1.17191  0.32
H  -0.28746  0.10416  -2.25354  0.34
H  -1.69013  -0.35166  -0.08085  0.27
H  -0.36915  -1.52114  -0.29147  0.21
H  1.10900  0.19688  3.10926  0.41

Summary:
Energy above the lowest of the compared OMol25 structures with the same formula, charge and spin in kJ/mol: 80.67
Frontier orbital gap in eV: 10.96
SMILES: C#CCC

=====

Record 8
ORCA calculation (the ωB97M-V functional and the def2-TZVPD basis) on one molecule with the formula C4H6.

Last column: Mulliken charge in e.
Geometry (Å):
C  1.82046  -0.52457  -0.22543  -0.94
C  0.39624  -0.80777  -0.08171  0.07
C  -0.74387  -0.44977  0.05878  0.15
C  -1.81445  0.52621  0.22241  -0.88
H  2.21359  -0.80652  -1.20401  0.28
H  2.42486  -0.94609  0.57807  0.28
H  1.86185  0.56828  -0.13961  0.26
H  -1.59248  1.09918  1.12956  0.24
H  -2.82305  0.12324  0.28733  0.30
H  -1.74316  1.21781  -0.62540  0.24

Summary:
Energy above the lowest of the compared OMol25 structures with the same formula, charge and spin in kJ/mol: 94.26
Frontier orbital gap in eV: 10.38
SMILES: CC#CC